# 1
A single C5H8N2O molecule, computed with ωB97M-V/def2-TZVPD.

Each atom is followed by the atoms it is bonded to, with distances in Å.
Atoms and positions in Å:
1 C -1.067 0.980 1.986  C2 1.607, H9 1.116, H10 1.071, H11 1.184
2 C -0.389 1.723 0.734  C1 1.607, N3 1.559, H12 1.098, H13 1.075
3 N 0.920 1.086 0.176  C2 1.559, C4 1.312
4 C 0.688 -0.049 -0.442  N3 1.312, N5 1.394, O8 1.439
5 N 1.700 -0.760 -1.086  C4 1.394, C6 1.413, H14 1.217
6 C 1.070 -1.939 -1.543  N5 1.413, C7 1.351, H15 1.114
7 C -0.271 -1.972 -1.381  C6 1.351, O8 1.495, H16 1.257
8 O -0.539 -0.798 -0.495  C4 1.439, C7 1.495
9 H -0.548 1.176 2.955  C1 1.116
10 H -1.251 -0.071 1.897  C1 1.071
11 H -1.938 1.776 2.089  C1 1.184
12 H -0.104 2.763 0.943  C2 1.098
13 H -0.975 1.686 -0.167  C2 1.075
14 H 2.465 -0.308 -1.918  N5 1.217
15 H 1.557 -2.637 -2.263  C6 1.114
16 H -1.320 -2.656 -1.485  C7 1.257

Values from the calculation:
Charge: 0
Calculated total energy (hartree): -379.94401
Lowest unoccupied orbital energy (eV): 0.58
Kohn-Sham gap (eV): 8.71
Energy above the lowest of the compared OMol25 structures with the same formula, charge and spin (eV): 3.9230
SMILES: CC/N=c1/[nH]cco1

=====

# 2
A 2-piece molecular cluster, C5H13BO overall, computed with ωB97M-V/def2-TZVPD.

Each atom is followed by the atoms it is bonded to, with distances in Å.
Atoms and positions in Å:
1 B 1.988 -0.031 0.019  C2 1.508, C3 1.536
2 C 1.901 1.446 0.311  B1 1.508, H8 1.106, H9 1.123, H10 1.061
3 C 2.658 -1.316 -0.489  B1 1.536, H11 1.061, H12 1.111, H13 1.077
4 C -1.560 0.459 -1.057  C6 1.515, H14 1.066, H15 1.110, H16 1.119
5 C -2.494 -0.570 0.921  C6 1.436, H17 1.067, H18 1.116, H19 1.122
6 C -1.298 -0.002 0.362  C4 1.515, C5 1.436, O7 1.367, H20 1.146
7 O -0.318 -0.944 0.505  C6 1.367
8 H 1.458 1.614 1.310  C2 1.106
9 H 1.035 1.922 -0.224  C2 1.123
10 H 2.805 1.993 0.229  C2 1.061
11 H 3.466 -1.217 -1.169  C3 1.061
12 H 1.781 -1.833 -0.933  C3 1.111
13 H 2.952 -1.952 0.330  C3 1.077
14 H -1.436 -0.421 -1.645  C4 1.066
15 H -2.500 1.047 -1.114  C4 1.110
16 H -0.777 1.216 -1.316  C4 1.119
17 H -2.473 -1.075 1.861  C5 1.067
18 H -2.862 -1.396 0.268  C5 1.116
19 H -3.382 0.115 0.929  C5 1.122
20 H -0.946 0.946 0.901  C6 1.146

Values from the calculation:
Charge: 0
Calculated total energy (hartree): -298.17579
Lowest unoccupied orbital energy (spin up / spin down) (eV): 0.77 / -1.98
Kohn-Sham gap (spin up / spin down) (eV): 5.43 / 8.52
Multiplicity: 3
<S²>: 2.007
Energy above the lowest of the compared OMol25 structures with the same formula, charge and spin (eV): 0.2539

=====

# 3
A single C4H9NO2 molecule, computed with ωB97M-V/def2-TZVPD.

Each atom is followed by the atoms it is bonded to, with distances in Å.
Atoms and positions in Å:
1 C 1.088 2.101 -0.052  C2 1.527, H8 1.096, H9 1.095, H10 1.095
2 C 0.610 1.250 -1.225  C1 1.527, N3 1.453, H11 1.093, H12 1.095
3 N 0.498 -0.159 -0.892  C2 1.453, C4 1.363, H13 1.009
4 C -0.536 -0.599 -0.120  N3 1.363, O5 1.214, O6 1.353
5 O -1.556 0.016 0.115  C4 1.214
6 O -0.269 -1.843 0.342  C4 1.353, C7 1.423
7 C -1.254 -2.375 1.221  O6 1.423, H14 1.091, H15 1.094, H16 1.092
8 H 2.030 1.712 0.354  C1 1.096
9 H 1.256 3.139 -0.361  C1 1.095
10 H 0.339 2.095 0.746  C1 1.095
11 H -0.374 1.587 -1.562  C2 1.093
12 H 1.297 1.334 -2.074  C2 1.095
13 H 1.346 -0.701 -0.826  N3 1.009
14 H -0.966 -3.412 1.394  C7 1.091
15 H -1.261 -1.825 2.167  C7 1.094
16 H -2.249 -2.321 0.773  C7 1.092

Values from the calculation:
Charge: 0
Calculated total energy (hartree): -363.06975
Lowest unoccupied orbital energy (eV): 0.92
Kohn-Sham gap (eV): 10.69
Energy above the lowest of the compared OMol25 structures with the same formula, charge and spin (eV): 0.4294
SMILES: CCNC(=O)OC

=====

The following max |F| values (in eV Å⁻¹) correspond, in order, to the records above: 5.17; 4.83; 0.43.